<w>
15
Properties=species:S:1:pos:R:3:nbo_charge:R:1 method="wB97M-V/def2-TZVPD" smiles="C=C(ON)[C@@H](C)F" homo_lumo_gap_ev=9.67 total_charge=0 e_homo_ev=-8.825
C 0.158 2.193 0.086 -0.5830
C -0.130 0.968 0.484 0.3165
C 1.120 -0.829 -0.839 -0.6580
C 1.221 -0.156 0.626 0.2090
N -2.413 0.426 -0.077 -0.5049
O -1.213 0.223 0.652 -0.3989
F 2.396 0.415 0.893 -0.3389
H -0.674 2.775 -0.268 0.2031
H 1.248 2.539 0.038 0.2422
H 1.993 -0.920 -1.428 0.2232
H 0.372 -0.264 -1.410 0.2243
H 0.673 -1.920 -0.657 0.2096
H 0.885 -0.984 1.400 0.1626
H -3.030 -0.194 0.478 0.3548
H -2.818 1.356 0.032 0.3383

=====

<x>
15
Properties=species:S:1:pos:R:3:nbo_charge:R:1 method="wB97M-V/def2-TZVPD" smiles=O[C@@H]1CNC[C@@H]1F homo_lumo_gap_ev=10.06 total_charge=0 e_homo_ev=-9.145
C -0.521 -0.369 0.888 0.0430
C -1.003 -0.559 -0.575 -0.2553
C 0.653 1.040 -0.674 -0.2562
C 0.691 0.509 0.757 0.1756
H 0.661 -1.869 1.232 0.4828
H -1.266 0.122 1.486 0.1855
H -1.971 -0.021 -0.730 0.1691
H -1.155 -1.641 -0.782 0.2158
H -0.157 0.166 -2.343 0.3678
H 1.656 1.351 -1.075 0.2190
H -0.038 1.921 -0.759 0.1651
H 0.743 1.259 1.573 0.1766
N 0.115 -0.088 -1.392 -0.6236
O -0.262 -1.594 1.515 -0.6993
F 1.853 -0.228 0.880 -0.3659

=====

Tell me which of them is the most stable. Sure, it is <x>.

=====

<w>
20
Properties=species:S:1:pos:R:3:mulliken_spin:R:1 method="wB97M-V/def2-TZVPD" s_squared=0.75 homo_lumo_gap_ev="11.64 / 5.56" total_charge=+2 e_homo_ev="-19.220 / -19.214" spin_multiplicity=2
C -0.433 1.453 0.603 0.0169
N 0.798 2.244 0.611 0.8796
C -0.529 0.490 -0.594 0.0283
N 0.879 -0.080 -0.923 0.0152
C 0.975 -1.293 -0.095 0.0048
C -0.428 -1.821 0.081 0.0027
C -1.413 -0.687 -0.205 0.0017
H -1.321 2.131 0.799 0.0819
H -0.402 0.756 1.415 0.0060
H 0.994 2.952 -0.023 -0.0180
H 1.150 2.282 1.483 -0.0164
H -0.935 1.035 -1.508 -0.0028
H 1.616 0.619 -0.616 -0.0040
H 1.171 -0.391 -1.839 -0.0006
H 1.388 -1.258 1.027 0.0004
H 1.684 -1.993 -0.582 -0.0003
H -0.722 -2.773 -0.493 0.0002
H -0.469 -2.324 1.132 0.0000
H -2.045 -0.954 -1.051 0.0034
H -1.958 -0.387 0.780 0.0010

=====

<x>
20
Properties=species:S:1:pos:R:3:mulliken_spin:R:1 method="wB97M-V/def2-TZVPD" s_squared=0.76 homo_lumo_gap_ev="10.98 / 8.29" total_charge=+2 e_homo_ev="-20.146 / -20.965" spin_multiplicity=2
C 0.966 0.256 -2.007 0.2118
C 0.010 -0.390 -2.751 0.3649
C 0.015 2.234 -1.239 0.0302
N 0.690 1.168 -0.996 0.3003
H 2.037 0.037 -2.054 0.0106
H -1.037 -0.279 -2.463 0.0384
H 0.254 -1.022 -3.596 0.0225
H -0.456 2.783 -0.417 0.0083
H -0.092 2.663 -2.234 0.0076
C 0.920 -0.577 2.208 -0.0016
N -0.020 -0.695 1.069 0.0108
C -1.489 -0.806 1.434 -0.0019
H 1.935 -0.670 1.851 0.0024
H 0.701 0.342 2.756 -0.0011
H 0.715 -1.380 2.928 0.0004
H 0.175 -1.478 0.443 -0.0001
H 0.074 0.143 0.440 -0.0047
H -1.586 -1.486 2.273 0.0007
H -2.038 -1.012 0.519 0.0001
H -1.773 0.169 1.835 0.0002

=====

Tell me which of them is the most stable. Sure, it is <x>.

=====

<w>
19
Properties=species:S:1:pos:R:3:nbo_charge:R:1 method="wB97M-V/def2-TZVPD" homo_lumo_gap_ev=7.12 total_charge=-1 e_homo_ev=-3.263
C -0.186 0.964 0.242 -0.2363
N -0.609 0.025 -0.827 -0.6839
C -1.062 -1.255 -0.230 0.1476
O -0.257 -1.786 0.698 -0.9738
C -0.474 2.398 -0.140 -0.3921
C 0.352 2.822 -1.371 -0.6130
H 0.882 0.835 0.443 0.1748
H -0.702 0.652 1.151 0.2090
H 0.243 -0.192 -1.339 0.3314
H -1.282 -1.953 -1.067 0.0885
H -2.082 -1.009 0.177 0.0681
H -1.534 2.557 -0.357 0.1897
H -0.205 3.090 0.667 0.1756
H 1.404 2.589 -1.165 0.1890
H 0.273 3.879 -1.618 0.1880
H 0.089 2.175 -2.210 0.2126
H 0.936 -2.441 1.297 0.5288
H 1.807 -3.757 1.240 0.4334
O 1.852 -2.857 1.587 -1.0374

=====

<x>
19
Properties=species:S:1:pos:R:3:nbo_charge:R:1 method="wB97M-V/def2-TZVPD" homo_lumo_gap_ev=6.55 total_charge=-1 e_homo_ev=-2.651
C 0.541 1.471 0.611 -0.6311
C 0.227 0.725 -0.646 -0.0326
C 1.552 0.375 -1.336 -0.5924
N -0.728 -0.388 -0.572 -0.7604
C -0.309 -1.831 -0.119 0.1258
O 0.650 -2.324 -0.870 -0.9346
H -0.450 1.610 1.210 0.2126
H 1.005 0.803 1.325 0.2015
H 1.163 2.411 0.404 0.2047
H -0.323 1.494 -1.366 0.1569
H 2.081 -0.220 -0.655 0.2183
H 1.627 0.037 -2.383 0.2148
H 2.096 1.401 -1.401 0.1402
H -1.354 -0.692 -1.280 0.3664
H 0.151 -1.622 0.818 0.0722
H -1.320 -2.341 -0.044 0.0644
H -1.981 0.055 2.775 0.4530
H -2.013 -0.675 1.366 0.5118
O -2.616 -0.291 2.161 -0.9917

=====

Tell me which of them is the most stable. Sure, it is <w>.

=====

<w>
19
Properties=species:S:1:pos:R:3:nbo_charge:R:1 method="wB97M-V/def2-TZVPD" homo_lumo_gap_ev=7.50 total_charge=-1 e_homo_ev=-3.602
C 0.068 -2.351 0.655 -0.4190
N 0.862 -1.249 0.065 -0.6421
C -0.210 -0.698 -2.052 -0.6205
C -0.017 -0.235 -0.638 -0.1068
C 0.785 1.073 -0.462 -0.0434
O 0.675 1.613 0.809 -0.8447
H -0.680 -2.022 1.372 0.1857
H -0.464 -2.798 -0.187 0.1718
H 0.719 -3.143 1.006 0.1782
H 1.210 -0.692 0.846 0.3677
H -0.503 0.101 -2.737 0.1997
H -0.989 -1.472 -2.100 0.1905
H 0.724 -1.168 -2.393 0.2024
H -1.017 -0.065 -0.207 0.2036
H 0.369 1.853 -1.136 0.1335
H 1.815 0.793 -0.701 0.1469
H -0.330 1.833 1.233 0.5264
H -2.368 1.566 0.854 0.4165
O -1.684 1.709 1.506 -1.2461

=====

<x>
19
Properties=species:S:1:pos:R:3:nbo_charge:R:1 method="wB97M-V/def2-TZVPD" homo_lumo_gap_ev=6.52 total_charge=-1 e_homo_ev=-2.644
C -0.467 -0.544 1.451 -0.6205
C -0.544 0.509 0.344 -0.0286
C 0.170 1.802 0.834 -0.6284
N 0.011 0.022 -0.894 -0.7269
C 1.525 -0.302 -0.923 0.1470
O 2.219 0.638 -1.527 -0.9406
H -1.104 -0.223 2.265 0.1872
H -0.711 -1.534 1.069 0.2089
H 0.562 -0.540 1.838 0.2036
H -1.585 0.812 0.219 0.1620
H -0.435 2.327 1.586 0.1716
H 1.088 1.480 1.338 0.2010
H 0.418 2.466 0.015 0.2243
H -0.044 0.693 -1.644 0.3733
H 1.801 -0.441 0.154 0.0541
H 1.555 -1.304 -1.407 0.0719
H -2.221 -2.220 -1.369 0.4434
H -0.796 -1.528 -1.428 0.5060
O -1.443 -2.113 -1.920 -1.0094

=====

<y>
19
Properties=species:S:1:pos:R:3:nbo_charge:R:1 method="wB97M-V/def2-TZVPD" homo_lumo_gap_ev=6.06 total_charge=-1 e_homo_ev=-2.527
C -0.829 1.979 -1.357 -0.6478
C 0.597 2.212 -0.772 -0.1989
N 0.961 1.308 0.285 -0.6656
C 0.700 -0.121 0.131 -0.2603
C -0.181 -0.648 1.348 0.0140
O 0.259 -0.146 2.481 -0.9311
H -1.283 2.940 -1.640 0.1830
H -0.852 1.400 -2.283 0.1895
H -1.493 1.466 -0.666 0.2189
H 0.686 3.243 -0.423 0.1752
H 1.303 2.157 -1.602 0.1570
H 0.542 1.523 1.184 0.3890
H 0.323 -0.303 -0.888 0.1454
H 1.620 -0.709 0.254 0.1552
H -0.114 -1.775 1.208 0.0326
H -1.267 -0.416 1.103 0.0513
H -0.513 -5.444 0.651 0.4516
H -0.069 -4.035 0.834 0.4806
O -0.390 -4.632 0.151 -0.9395

=====

Tell me which of them is the most stable. Sure, it is <x>.

=====

<w>
19
Properties=species:S:1:pos:R:3:nbo_charge:R:1 method="wB97M-V/def2-TZVPD" homo_lumo_gap_ev=7.51 total_charge=-1 e_homo_ev=-3.524
C 0.211 0.377 1.888 -0.4072
N -0.693 0.066 0.801 -0.6811
C 0.688 -1.918 0.182 -0.6262
C -0.274 -0.827 -0.261 -0.0727
C 0.428 -0.055 -1.418 -0.0357
O -0.316 0.906 -2.048 -0.8458
H 0.397 -0.538 2.468 0.1616
H 1.242 0.614 1.532 0.1366
H -0.121 1.263 2.408 0.2064
H -1.107 0.920 0.447 0.4348
H 0.913 -2.536 -0.692 0.2009
H 0.341 -2.617 0.945 0.1953
H 1.564 -1.401 0.554 0.2026
H -1.219 -1.161 -0.699 0.1787
H 0.752 -0.821 -2.131 0.1217
H 1.318 0.439 -1.002 0.1169
H -0.846 1.702 -1.465 0.5070
H -1.940 3.056 -1.031 0.4227
O -1.340 2.532 -0.477 -1.2163

=====

<x>
19
Properties=species:S:1:pos:R:3:nbo_charge:R:1 method="wB97M-V/def2-TZVPD" homo_lumo_gap_ev=7.01 total_charge=-1 e_homo_ev=-3.226
C 1.185 1.352 -1.438 -0.6352
C 0.130 1.103 -0.349 -0.0387
C 0.577 0.109 0.854 -0.4596
C -0.412 -0.259 2.001 -0.0827
O -0.529 -1.595 1.706 -0.9345
N -1.070 0.520 -0.959 -0.9007
H 2.149 1.295 -1.040 0.2068
H 1.015 2.123 -2.070 0.1968
H 1.033 0.667 -2.323 0.2004
H -0.231 2.063 0.215 0.1530
H 1.478 0.430 1.399 0.1873
H 1.151 -0.820 0.527 0.2259
H -1.350 0.237 2.066 0.1404
H 0.156 -0.444 2.920 0.1500
H -1.028 -0.466 -0.570 0.4062
H -1.083 0.708 -2.017 0.3474
H -1.735 -2.155 -0.695 0.4236
H -0.502 -2.117 0.359 0.5000
O -0.934 -2.752 -0.589 -1.0863

=====

Tell me which of them is the most stable. Sure, it is <w>.

=====

<w>
19
Properties=species:S:1:pos:R:3:nbo_charge:R:1 method="wB97M-V/def2-TZVPD" homo_lumo_gap_ev=7.65 total_charge=-1 e_homo_ev=-3.458
C 1.215 1.887 -1.054 -0.4002
N 0.696 0.570 -1.378 -0.6759
C -0.788 0.553 -1.264 -0.2169
C -1.311 -0.803 -0.880 -0.4445
C -0.626 -1.511 0.420 -0.0350
O 0.633 -1.003 0.718 -0.9272
H 0.603 2.560 -1.659 0.1711
H 1.001 2.163 0.004 0.1605
H 2.298 2.000 -1.201 0.1797
H 1.019 -0.272 -0.909 0.4249
H -1.255 1.238 -0.467 0.1512
H -1.253 0.978 -2.232 0.1531
H -1.134 -1.402 -1.852 0.1585
H -2.433 -0.849 -0.787 0.1887
H -0.786 -2.668 0.336 0.1124
H -1.298 -1.073 1.323 0.1371
H 0.618 -0.454 1.994 0.5107
H 0.597 0.811 3.192 0.4352
O 0.144 0.030 2.853 -1.0836

=====

<x>
19
Properties=species:S:1:pos:R:3:nbo_charge:R:1 method="wB97M-V/def2-TZVPD" homo_lumo_gap_ev=6.85 total_charge=-1 e_homo_ev=-2.841
C -0.768 1.351 1.180 -0.6175
C -1.187 0.244 0.222 -0.0402
C -1.886 0.793 -1.030 -0.6266
N -0.062 -0.629 -0.057 -0.7395
C 1.115 0.059 -0.887 0.1310
O 1.245 -0.523 -2.073 -0.9453
H -0.042 2.055 0.773 0.2015
H -1.636 1.940 1.471 0.1833
H -0.323 0.898 2.069 0.2198
H -1.956 -0.314 0.765 0.1663
H -1.234 1.224 -1.789 0.2228
H -2.466 -0.009 -1.502 0.1957
H -2.635 1.551 -0.752 0.1776
H -0.281 -1.369 -0.718 0.3793
H 0.744 1.085 -0.988 0.0764
H 2.014 -0.133 -0.292 0.0852
H 2.124 -0.738 2.026 0.4446
H 0.919 -1.189 1.254 0.5015
O 1.417 -1.385 2.114 -1.0158

=====

<y>
19
Properties=species:S:1:pos:R:3:nbo_charge:R:1 method="wB97M-V/def2-TZVPD" homo_lumo_gap_ev=6.62 total_charge=-1 e_homo_ev=-2.837
C -0.426 -0.060 -1.980 -0.0166
O -0.102 -1.213 -2.575 -0.9415
C 0.394 0.194 -0.676 -0.0777
C -0.355 1.079 0.306 -0.4243
C 0.588 1.759 1.288 -0.6190
N 0.662 -1.131 -0.046 -0.9209
H -0.251 0.869 -2.597 0.0774
H -1.501 0.035 -1.651 0.0659
H 1.356 0.678 -0.900 0.1389
H -0.983 1.788 -0.247 0.1920
H -1.019 0.372 0.798 0.2020
H 1.115 2.546 0.755 0.1959
H 1.328 1.114 1.750 0.2075
H 0.043 2.299 2.077 0.1814
H 0.377 -1.746 -0.833 0.4121
H 1.672 -1.240 -0.040 0.3372
H -0.166 -1.032 2.191 0.5022
H -0.786 0.183 2.857 0.4614
O -0.648 -0.756 2.996 -0.9739

=====

Tell me which of them is the most stable. Sure, it is <y>.